[1]
{"formula": "C5H6N3S2", "method": "the ωB97M-V functional and the def2-TZVPD basis", "species": ["C", "C", "C", "C", "C", "N", "N", "N", "S", "S", "H", "H", "H", "H", "H", "H"], "coordinates": [[0.800, 0.740, 0.362], [2.051, 1.186, 0.575], [0.807, -0.443, -0.415], [2.168, -0.889, -0.670], [-2.096, -0.243, 0.400], [-0.249, -0.931, -0.986], [-2.068, -0.832, 1.440], [-2.627, 0.666, -0.271], [3.320, 0.204, 0.062], [2.690, -2.130, -1.551], [-0.097, 1.309, 0.755], [2.309, 2.021, 1.157], [-0.015, -1.711, -1.582], [-1.233, -0.991, 1.857], [-2.383, 0.835, -1.245], [-3.377, 1.209, 0.112]], "forces_ev_per_a": [[-0.7068, 1.9104, 1.4234], [-0.9445, -0.2220, 0.7505], [-2.4265, -0.2426, -1.3817], [2.1376, -0.9234, -0.6297], [0.1075, -1.4444, 2.5472], [0.2106, 0.8484, 1.2386], [-2.1376, 0.2084, -2.8763], [-0.3385, 1.5788, -3.1479], [0.7009, -0.4723, -0.4971], [-0.5512, -0.1447, 0.0315], [1.2076, -0.8787, -0.7608], [0.1256, 1.2116, 0.5201], [-0.0652, -0.5603, -0.2834], [3.0300, -0.8789, 2.3766], [-0.1112, -0.3592, 0.1970], [-0.2383, 0.3689, 0.4919]], "charge": 1, "energy_ev": -31413.409, "orbital_gap_ha": [0.2568, 0.2568], "e_homo_ev": [-12.38, -12.38], "de_lowest_kj_mol": 193.3}



[2]
{"formula": "C5H6N4", "method": "the ωB97M-V functional and the def2-TZVPD basis", "species": ["C", "C", "C", "C", "C", "H", "H", "H", "H", "H", "H", "N", "N", "N", "N"], "coordinates": [[-1.444, -0.149, 0.029], [0.458, 0.967, 0.217], [1.931, 0.892, -0.015], [2.053, -0.533, -0.020], [-0.159, -0.340, 0.383], [-3.347, -0.534, -0.196], [-1.977, -2.066, -0.428], [-0.506, 2.709, 1.006], [2.586, 1.728, -0.312], [2.856, -1.269, -0.479], [1.230, -2.151, 0.316], [-2.473, -1.002, 0.056], [-1.678, 1.187, -0.204], [-0.529, 1.791, -0.213], [0.998, -1.229, -0.140]], "forces_ev_per_a": [[-2.4291, 3.3524, -0.4249], [1.9550, -2.8274, -0.0767], [-2.4390, -2.1197, 0.5095], [7.0323, 3.5123, -3.5557], [6.6404, 0.2195, -1.6432], [0.2337, -1.0462, -0.6179], [-3.2166, 4.2073, 1.6730], [0.1230, -2.2860, -3.7259], [-0.2478, -0.9803, 0.5072], [-0.2176, 2.3755, 1.6398], [-1.3422, 0.8081, -0.8370], [1.7671, -4.7959, -1.5126], [-2.6110, -3.1451, 0.1466], [1.4901, 5.6620, 4.1093], [-6.7382, -2.9366, 3.8084]], "energy_ev": -11235.500, "orbital_gap_ha": 0.2805, "e_homo_ev": -7.72, "de_lowest_kj_mol": 595.1}



Number 1: M 172.3 g mol⁻¹. Number 2: M 122.1 g mol⁻¹.